Density functional theory data (ωB97M-V/def2-TZVPD) for a 2-piece molecular cluster, C5H17N2O overall at a distorted geometry.

Last column: Löwdin charge in e.
CARTESIAN COORDINATES (ANGSTROEM)
1 C -1.1112 -1.5835 -0.2483  -0.02
2 C -0.8798 -0.0970 0.1032  -0.31
3 C 0.5867 0.3214 0.1023  -0.16
4 C 0.9499 1.4580 -0.8833  -0.20
5 C 0.7094 1.0551 -2.3361  -0.26
6 N 1.4303 -0.1888 -2.6419  0.01
7 N -1.5002 0.1888 1.4798  0.20
8 H -0.2033 -1.9399 -0.7302  0.08
9 H -1.2705 -2.2111 0.6273  0.08
10 H -1.9282 -1.7020 -0.9534  0.09
11 H -1.4627 0.4564 -0.6309  0.13
12 H 0.8904 0.7478 1.0627  0.12
13 H 1.2076 -0.4783 -0.2958  0.10
14 H 0.4927 2.4221 -0.6346  0.11
15 H 2.0076 1.6808 -0.6916  0.12
16 H 0.9288 1.8157 -3.0780  0.11
17 H -0.3608 0.8259 -2.3421  0.10
18 H 2.4015 0.0527 -2.7209  0.08
19 H 1.1519 -0.6478 -3.4789  0.07
20 H -0.7253 -0.0350 2.1472  0.09
21 H -1.6874 1.1953 1.5274  0.17
22 H -2.3662 -0.2833 1.7400  0.17
23 H 0.6272 -1.4794 3.9634  0.10
24 H -0.6857 -0.7576 4.1195  0.07
25 O 0.0498 -0.8271 3.4974  -0.05

Force components x, y, z for each atom (eV/Å):
0.569 0.281 0.028
-0.824 -1.153 -0.477
0.138 1.392 -0.665
0.599 0.495 0.055
-0.528 -0.900 0.276
0.097 0.516 1.238
1.015 1.083 -0.285
-0.093 -0.142 -0.110
-0.064 -0.002 0.075
-0.177 -0.068 0.120
0.018 0.423 0.261
0.162 -0.736 0.215
0.003 -0.361 0.837
-0.469 -0.198 -0.163
0.037 -0.242 -0.227
-0.148 0.499 0.194
-0.048 0.097 -0.678
0.488 -0.231 -0.156
-0.347 -0.086 -0.699
-0.674 -0.169 0.077
0.073 -0.165 0.195
0.182 -0.317 -0.376
-0.296 0.720 -0.835
-0.005 0.109 0.099
0.294 -0.845 1.001

The value obtained for the HOMO-LUMO gap is 9.2 eV. The calculation puts the LUMO energy at -3.2058 eV. For the strongest force on any atom, the calculation gives 1.55 eV Å⁻¹. The total charge is +1. The calculation puts the energy above the lowest of the compared OMol25 structures with the same formula, charge and spin at 0.8237 eV.